<A>
Computed, not measured: C7H11N as an isolated structure, with ωB97M-V/def2-TZVPD.

E_LUMO   0.917 eV

```
19
C7H11N | OMol25 | ωB97M-V/def2-TZVPD
C -2.31 -0.13 -0.30
C -0.98 0.21 0.43
C -0.16 -1.06 0.63
C 1.28 -0.51 0.40
C 2.21 -1.09 -0.53
C 1.24 0.88 0.70
C 0.00 1.15 -0.33
H -2.78 -0.79 0.43
H -2.07 -1.07 -1.24
H -2.99 0.85 -1.09
H -1.18 0.81 1.32
H -0.09 -1.49 1.63
H -0.27 -1.88 -0.20
H 1.99 -2.05 -0.67
H 3.05 -0.40 -0.97
H 0.71 1.00 1.76
H 1.21 2.68 -0.69
H 0.38 0.67 -1.32
N 0.76 2.21 0.04
```

=====

<B>
Computed, not measured: one molecule with the formula C7H11N, with ωB97M-V/def2-TZVPD.

E_LUMO (spin up / spin down)   0.818 / -0.290 eV

```
19
C7H11N | OMol25 | ωB97M-V/def2-TZVPD
C -2.67 0.48 -0.41
C 1.99 -0.41 0.68
C 0.80 -1.82 -1.06
N -1.54 -0.19 -0.67
C -0.36 0.15 0.02
C -0.54 1.18 0.97
C 0.76 -0.63 -0.15
C -0.14 2.41 1.16
H -1.62 -1.14 -1.00
H -3.61 0.07 -0.73
H -2.62 1.51 -0.12
H 2.23 -1.30 1.27
H 2.85 -0.21 0.04
H 1.82 -2.01 -1.39
H 1.87 0.43 1.37
H 0.47 -2.73 -0.54
H 0.22 -1.71 -1.97
H 0.48 2.97 0.46
H -0.40 2.96 2.06
```

=====

<C>
Computed, not measured: C7H11N as an isolated structure, with ωB97M-V/def2-TZVPD.

E_LUMO   0.050 eV

```
19
C7H11N | OMol25 | ωB97M-V/def2-TZVPD
C 0.72 -0.02 0.01
C -1.01 0.38 0.54
C -0.04 1.21 -0.30
C -0.03 -1.14 -0.30
C 1.81 -0.01 1.01
C -2.44 0.18 0.09
C 1.94 -1.36 -2.05
N 2.55 -0.36 -2.01
H -0.88 0.46 1.61
H 0.35 2.13 0.12
H -0.36 1.32 -1.34
H -0.64 -1.17 -1.19
H 0.17 -2.08 0.18
H 1.66 0.76 1.76
H 2.71 0.23 0.43
H 1.95 -0.98 1.48
H -2.90 -0.69 0.56
H -2.53 0.08 -0.99
H -3.01 1.06 0.39
```

=====

<D>
Computed, not measured: one molecule with the formula C7H11N, with ωB97M-V/def2-TZVPD.

Structure (SMILES)   C1=C[C@@H]2CNC[C@H]2C1
E_LUMO   1.097 eV

```
19
C7H11N | OMol25 | ωB97M-V/def2-TZVPD
C 1.14 -1.37 1.45
C 0.46 -1.82 0.33
C -0.23 -0.65 -0.38
C -0.64 -0.26 -1.71
N -1.07 1.22 -1.57
C -0.62 1.55 -0.26
C 0.38 0.62 0.21
C 0.75 0.12 1.67
H 1.72 -2.16 2.04
H 0.23 -2.83 -0.07
H -1.20 -0.78 0.23
H -1.37 -0.87 -2.20
H 0.23 -0.14 -2.40
H -0.46 1.71 -2.28
H -1.45 1.37 0.46
H -0.43 2.68 -0.01
H 1.39 0.77 -0.26
H -0.27 0.12 2.30
H 1.46 0.72 2.44
```

=====

Energies relative to the most stable structure, in kcal/mol: <A> 127.4; <B> 34.7; <C> 37.3; <D> 0.0.

=====

<A>
Computed, not measured: C7H11N as an isolated structure, with ωB97M-V/def2-TZVPD.

E_LUMO   0.959 eV

```
19
C7H11N | OMol25 | ωB97M-V/def2-TZVPD
C -1.58 -1.21 -0.51
C -0.97 -0.09 0.18
C -0.42 1.03 -0.72
C 1.17 1.28 -0.54
C 1.40 -0.05 -0.19
C 1.61 -0.98 0.93
C 0.47 -0.18 0.98
H -2.88 -1.28 0.12
H -1.82 -0.70 -1.56
H -0.83 -2.35 -0.38
H -1.30 1.75 1.06
H -0.84 1.26 -1.61
H 1.57 1.72 -1.38
H 1.09 1.94 0.34
H 1.11 -0.86 -0.79
H 2.18 -0.99 1.77
H 1.24 -2.01 0.41
H 0.48 0.47 1.78
N -1.68 1.26 0.13
```

=====

<B>
Computed, not measured: one molecule with the formula C7H11N, with ωB97M-V/def2-TZVPD.

Structure (SMILES)   CC1=CC=C[C@]1(C)N
E_LUMO   0.649 eV

```
19
C7H11N | OMol25 | ωB97M-V/def2-TZVPD
C 2.04 0.88 0.24
C 0.55 0.81 0.05
C -0.49 1.83 0.00
C -1.86 1.34 -0.10
C -1.79 -0.03 -0.10
C -0.31 -0.46 0.03
C 0.21 -1.48 -1.08
N -0.54 -1.32 1.20
H 2.36 0.17 1.04
H 2.38 1.90 0.42
H 2.82 0.48 -0.65
H -0.28 2.89 -0.03
H -2.73 2.01 -0.35
H -2.55 -0.97 -0.20
H -0.89 -2.07 -1.28
H 0.79 -1.03 -2.14
H 1.21 -2.07 -0.53
H -1.15 -0.78 1.79
H 0.24 -2.11 1.69
```

=====

Energies relative to the most stable structure, in kcal/mol: <A> 114.2; <B> 0.0.

=====

<A>
Computed, not measured: C7H11N as an isolated structure, with ωB97M-V/def2-TZVPD.

E_LUMO   1.060 eV

```
19
C7H11N | OMol25 | ωB97M-V/def2-TZVPD
C 1.75 1.25 1.59
C 1.18 -0.08 0.98
C -0.71 -0.05 -0.48
C -1.94 -1.07 -0.41
C -2.02 0.21 -1.18
C 0.43 -0.42 -1.24
C 1.59 -0.31 -0.56
H 1.14 1.11 2.58
H 2.83 1.24 1.82
H 1.52 2.10 1.10
H 1.25 -0.91 1.68
H -0.73 1.07 1.24
H -1.62 -2.21 -0.82
H -2.17 -1.33 0.65
H -3.01 1.11 -1.28
H -1.58 -0.11 -2.35
H 0.17 -0.15 -2.42
H 2.57 -0.21 -0.95
N -0.29 0.16 0.93
```

=====

<B>
Computed, not measured: one molecule with the formula C7H11N, with ωB97M-V/def2-TZVPD.

Structure (SMILES)   C1C[C@@H]2[C@@H]3CC[C@@H]1N23
E_LUMO   1.226 eV

```
19
C7H11N | OMol25 | ωB97M-V/def2-TZVPD
C 1.58 -1.17 -0.15
C 1.84 0.45 -0.69
C 0.39 1.17 -1.02
C -0.97 1.13 -0.23
C -1.83 0.41 0.97
C -1.20 -1.06 0.88
C 0.10 -0.58 0.29
N -0.42 -0.05 -1.00
H 1.45 -1.72 -1.04
H 2.47 -1.41 0.54
H 2.72 0.30 -1.48
H 2.26 0.79 0.08
H 0.53 1.98 -1.69
H -1.78 1.58 -1.02
H -1.64 0.84 1.98
H -2.92 0.41 0.58
H -1.26 -1.64 1.88
H -1.76 -1.67 0.31
H 0.43 0.24 0.82
```

=====

Energies relative to the most stable structure, in kcal/mol: <A> 0.0; <B> 22.9.

=====

<A>
Computed, not measured: one molecule with the formula C7H11N, with ωB97M-V/def2-TZVPD.

Structure (SMILES)   C1C[C@H]2[C@H]1C[C@@H]1CN12
E_LUMO   1.218 eV

```
19
C7H11N | OMol25 | ωB97M-V/def2-TZVPD
C 2.18 0.36 0.32
C 1.67 -1.13 -0.17
C 0.24 -0.61 0.11
C 0.75 0.80 -0.23
C -0.41 1.56 0.14
C -1.53 0.50 -0.33
C -2.04 -0.63 0.53
N -1.08 -0.86 -0.57
H 2.91 0.78 -0.30
H 2.41 0.41 1.32
H 2.17 -1.95 0.39
H 1.96 -1.46 -1.20
H -0.01 -0.70 1.23
H 0.84 0.80 -1.35
H -0.40 1.66 1.28
H -0.46 2.59 -0.38
H -2.21 0.83 -1.09
H -2.91 -1.18 0.25
H -1.91 -0.80 1.64
```

=====

<B>
Computed, not measured: one molecule with the formula C7H11N, with ωB97M-V/def2-TZVPD.

Structure (SMILES)   C=CC[C@H]1C=CNC1
E_LUMO   1.121 eV

```
19
C7H11N | OMol25 | ωB97M-V/def2-TZVPD
C -2.75 -0.27 -0.68
C -1.48 -0.56 -0.27
C -0.98 0.47 0.69
C 0.49 0.61 0.83
C 0.89 -0.86 0.86
C 1.86 -1.06 -0.04
N 2.11 0.01 -0.86
C 1.19 1.10 -0.41
H -3.11 0.79 -0.51
H -3.26 -1.10 -1.25
H -0.88 -1.43 -0.52
H -1.34 0.08 1.59
H -1.53 1.41 0.62
H 0.75 1.16 1.71
H 0.50 -1.71 1.53
H 2.54 -1.92 -0.03
H 2.65 -0.03 -1.65
H 0.59 1.23 -1.29
H 1.73 2.09 -0.31
```

=====

Energies relative to the most stable structure, in kcal/mol: <A> 32.9; <B> 0.0.

=====

<A>
Computed, not measured: a 2-piece molecular cluster, C7H11N overall, with ωB97M-V/def2-TZVPD.

Structure (SMILES)   c1ccccc1.CN
E_LUMO   0.872 eV

```
19
C7H11N | OMol25 | ωB97M-V/def2-TZVPD
C -0.97 -0.88 1.21
C -1.68 -1.20 -0.02
C -1.97 -0.25 -0.88
C -1.36 1.01 -0.76
C -0.78 1.39 0.47
C -0.51 0.41 1.53
H -0.87 -1.67 1.92
H -1.77 -2.39 -0.19
H -2.69 -0.12 -1.71
H -1.28 1.67 -1.64
H -0.29 2.36 0.20
H 0.17 0.65 2.34
C 2.52 0.15 -0.07
N 1.51 -1.07 -0.54
H 3.39 0.01 -0.83
H 2.22 1.08 -0.69
H 2.71 0.45 1.11
H 0.61 -0.82 0.10
H 1.03 -0.76 -1.54
```

=====

<B>
Computed, not measured: one molecule with the formula C7H11N, with ωB97M-V/def2-TZVPD.

Structure (SMILES)   CCc1c[nH]c(C)c1
E_LUMO   1.051 eV

```
19
C7H11N | OMol25 | ωB97M-V/def2-TZVPD
C -2.44 -1.91 -0.46
C -1.08 -1.45 -1.11
C -0.23 -0.61 -0.26
C 0.00 -0.65 1.09
N 0.99 0.36 1.41
C 1.13 1.14 0.19
C 1.56 2.58 0.05
C 0.53 0.45 -0.87
H -2.69 -2.95 -0.29
H -2.40 -1.44 0.62
H -3.28 -1.37 -0.89
H -1.42 -0.67 -1.79
H -0.60 -2.38 -1.42
H -0.35 -1.38 1.83
H 1.33 0.76 2.28
H 1.76 3.24 0.98
H 2.56 2.67 -0.53
H 0.74 3.12 -0.42
H 0.50 0.64 -1.98
```

=====

<C>
Computed, not measured: one molecule with the formula C7H11N, with ωB97M-V/def2-TZVPD.

Structure (SMILES)   C=C1[C@@H]2CC[C@H]1NC2
E_LUMO   1.072 eV

```
19
C7H11N | OMol25 | ωB97M-V/def2-TZVPD
C -0.44 -0.01 -2.36
C -0.18 0.17 -1.04
C 1.03 0.49 -0.21
C 1.18 -0.90 0.51
C -0.32 -1.29 0.77
C -1.16 -0.15 0.09
N -1.05 1.24 0.81
C 0.37 1.57 0.79
H 0.30 0.12 -3.13
H -1.42 -0.35 -2.61
H 1.99 0.79 -0.60
H 1.55 -1.62 -0.23
H 1.66 -1.08 1.51
H -0.47 -2.27 0.09
H -0.49 -1.57 1.78
H -2.18 -0.54 -0.18
H -1.56 1.29 1.69
H 0.75 1.46 1.80
H 0.45 2.64 0.54
```

=====

Energies relative to the most stable structure, in kcal/mol: <A> 57.5; <B> 0.0; <C> 8.7.

=====

<A>
Computed, not measured: C6H13N as an isolated structure, with ωB97M-V/def2-TZVPD.

E_LUMO   0.855 eV

```
20
C6H13N | OMol25 | ωB97M-V/def2-TZVPD
C 2.62 0.49 0.18
C 1.17 0.95 0.26
N -1.26 0.32 1.53
C -1.09 -0.05 0.17
C 0.17 0.04 -0.45
C 0.61 -1.34 -0.93
C -2.29 -0.29 -0.75
H 2.76 0.34 -0.90
H 3.40 1.19 0.35
H 2.71 -0.54 0.51
H 1.11 1.94 -0.20
H 0.91 1.17 1.30
H -2.21 0.20 1.83
H -1.27 1.20 0.83
H 1.41 -1.28 -1.66
H -0.19 -1.87 -1.45
H 0.94 -1.95 -0.08
H -2.27 -1.30 -1.17
H -2.30 0.43 -1.56
H -3.27 -0.18 -0.26
```

=====

<B>
Computed, not measured: a 2-piece molecular cluster, C6H13N overall, with ωB97M-V/def2-TZVPD.

Structure (SMILES)   C/C=N/C.C=CC
E_LUMO   1.166 eV

```
20
C6H13N | OMol25 | ωB97M-V/def2-TZVPD
C -1.57 1.64 0.32
C -1.53 0.15 0.49
N -1.48 -0.65 -0.49
C -1.45 -2.06 -0.20
H -2.47 2.05 0.79
H -0.70 2.10 0.80
H -1.56 1.89 -0.74
H -1.54 -0.22 1.53
H -0.56 -2.51 -0.66
H -1.45 -2.30 0.88
H -2.32 -2.54 -0.66
C 1.44 1.11 -1.26
C 2.12 0.75 -0.18
C 2.01 -0.59 0.50
H 1.57 2.09 -1.71
H 0.71 0.45 -1.72
H 2.83 1.45 0.27
H 2.98 -1.10 0.53
H 1.68 -0.48 1.54
H 1.30 -1.23 -0.02
```

=====

Energies relative to the most stable structure, in kcal/mol: <A> 63.2; <B> 0.0.

=====

<A>
Computed, not measured: one molecule with the formula C6H13N, with ωB97M-V/def2-TZVPD.

Structure (SMILES)   CC/C(C)=C(/C)N
E_LUMO   1.052 eV

```
20
C6H13N | OMol25 | ωB97M-V/def2-TZVPD
C -1.89 -1.38 -0.18
C -1.53 0.08 -0.52
C -0.21 0.58 0.06
C -0.25 1.37 1.33
C 0.95 -0.06 -0.32
C 2.19 0.40 0.41
N 1.17 -0.99 -1.38
H -1.16 -1.80 0.42
H -1.98 -2.06 -1.10
H -2.93 -1.62 0.28
H -1.43 0.17 -1.58
H -2.31 0.67 -0.28
H -0.18 2.49 1.01
H -1.13 1.29 1.97
H 0.48 1.14 2.08
H 2.11 1.46 0.81
H 2.60 -0.28 1.21
H 2.89 0.42 -0.42
H 0.49 -0.85 -2.15
H 2.12 -1.03 -1.66
```

=====

<B>
Computed, not measured: one molecule with the formula C6H13N, with ωB97M-V/def2-TZVPD.

Structure (SMILES)   CCC/C=C(/C)N
E_LUMO   1.088 eV

```
20
C6H13N | OMol25 | ωB97M-V/def2-TZVPD
C 0.43 1.79 -1.58
C 1.20 0.48 -1.65
C 0.36 -0.71 -1.22
C 0.43 -0.96 0.28
C -0.54 -0.62 1.14
C -0.37 -0.94 2.61
N -1.72 0.11 0.85
H -0.42 1.69 -2.26
H -0.03 1.93 -0.60
H 0.97 2.69 -1.87
H 1.58 0.37 -2.67
H 2.13 0.53 -1.08
H 0.59 -1.63 -1.76
H -0.70 -0.52 -1.42
H 1.45 -0.93 0.67
H 0.61 -1.39 2.76
H -1.08 -1.70 2.94
H -0.39 -0.05 3.23
H -2.35 0.06 1.64
H -2.16 -0.20 0.00
```

=====

<C>
Computed, not measured: a 2-piece molecular cluster, C6H13N overall, with ωB97M-V/def2-TZVPD.

Structure (SMILES)   CC#N.CCCC
E_LUMO   0.750 eV

```
20
C6H13N | OMol25 | ωB97M-V/def2-TZVPD
C -0.73 -2.49 2.19
C -0.79 -2.65 0.74
N -0.84 -2.79 -0.42
H -1.11 -1.50 2.48
H 0.31 -2.58 2.54
H -1.34 -3.26 2.69
C 1.50 0.71 0.78
C 0.26 1.18 0.03
C 0.39 1.00 -1.48
C -0.86 1.47 -2.24
H 1.38 0.86 1.87
H 2.39 1.28 0.44
H 1.68 -0.36 0.59
H -0.62 0.62 0.38
H 0.08 2.26 0.24
H 1.27 1.56 -1.84
H 0.56 -0.07 -1.70
H -1.03 2.54 -2.04
H -1.74 0.90 -1.90
H -0.74 1.32 -3.32
```

=====

Energies relative to the most stable structure, in kcal/mol: <A> 28.8; <B> 9.3; <C> 0.0.

=====

<A>
Computed, not measured: one molecule with the formula C6H13N, with ωB97M-V/def2-TZVPD.

Structure (SMILES)   C=CCCCNC
E_LUMO   1.110 eV

```
20
C6H13N | OMol25 | ωB97M-V/def2-TZVPD
C -3.08 -1.17 -1.14
C -1.77 -1.08 -0.98
C -1.09 0.08 -0.19
C 0.32 0.31 -0.70
C 0.99 1.42 0.06
N 1.59 0.99 1.36
C 2.04 -0.39 1.50
H -3.50 -1.88 -1.84
H -3.71 -0.38 -0.75
H -1.06 -1.84 -1.29
H -1.82 0.86 -0.38
H -1.15 -0.24 0.85
H 0.84 -0.65 -0.66
H 0.40 0.60 -1.76
H 0.28 2.23 0.26
H 1.84 1.86 -0.51
H 2.40 1.57 1.52
H 2.35 -0.54 2.53
H 1.26 -1.11 1.32
H 2.87 -0.64 0.82
```

=====

<B>
Computed, not measured: one molecule with the formula C6H13N, with ωB97M-V/def2-TZVPD.

E_LUMO   -1.335 eV

```
20
C6H13N | OMol25 | ωB97M-V/def2-TZVPD
C -2.10 -0.44 -0.47
C -0.94 -0.88 0.45
C 0.33 0.28 0.61
C 1.44 0.90 -1.32
C 1.69 0.47 0.09
C 2.60 -0.67 0.38
N -2.98 0.45 0.29
H -2.64 -1.29 -0.92
H 0.61 0.30 -1.80
H -0.26 -1.61 0.06
H -1.16 -1.15 1.52
H -0.36 1.21 0.42
H 0.46 0.17 1.72
H 1.09 1.96 -1.59
H 2.35 0.73 -1.94
H 3.10 -1.25 -0.43
H 3.33 -0.77 1.24
H 1.69 -1.22 0.53
H -2.29 0.48 1.04
H -3.14 1.29 -0.27
```

=====

Energies relative to the most stable structure, in kcal/mol: <A> 0.0; <B> 146.0.

=====

<A>
Computed, not measured: C6H13N as an isolated structure, with ωB97M-V/def2-TZVPD.

E_LUMO   -0.716 eV

```
20
C6H13N | OMol25 | ωB97M-V/def2-TZVPD
C -2.99 -0.12 0.06
C -1.71 -0.13 -0.88
C -0.67 0.80 -0.42
C 0.67 0.41 -0.35
C 1.16 -0.87 -0.58
N 2.41 -1.41 0.17
C 1.76 1.29 0.10
H -3.41 0.87 0.13
H -3.73 -0.87 -0.26
H -2.75 -0.40 1.09
H -2.13 0.05 -1.87
H -1.34 -1.17 -0.86
H 1.22 -1.11 2.50
H -0.78 1.89 -0.41
H 1.40 -0.39 2.37
H 2.40 -2.43 -0.05
H 2.26 -0.93 -1.05
H 2.59 1.14 -0.68
H 2.09 0.99 1.09
H 1.53 2.39 -0.12
```

=====

<B>
Computed, not measured: one molecule with the formula C6H13N, with ωB97M-V/def2-TZVPD.

Structure (SMILES)   CCCC/C=C/N
E_LUMO   1.146 eV

```
20
C6H13N | OMol25 | ωB97M-V/def2-TZVPD
C -1.06 -1.90 -1.08
C 0.19 -1.80 -0.19
C -0.15 -1.14 1.15
C -0.49 0.41 1.16
C 0.62 1.24 0.71
C 0.38 2.21 -0.21
N 1.47 2.91 -0.80
H -0.88 -2.35 -2.13
H -1.43 -0.87 -1.14
H -1.82 -2.44 -0.57
H 0.84 -1.12 -0.64
H 0.63 -2.80 -0.09
H -1.12 -1.68 1.18
H 0.51 -1.38 1.97
H -0.92 0.60 2.08
H -1.43 0.52 0.46
H 1.60 1.24 1.10
H -0.68 2.66 -0.38
H 2.42 2.43 -0.80
H 1.32 3.28 -1.79
```

=====

<C>
Computed, not measured: one molecule with the formula C6H13N, with ωB97M-V/def2-TZVPD.

Structure (SMILES)   CCC(=CN)CC
E_LUMO   1.008 eV

```
20
C6H13N | OMol25 | ωB97M-V/def2-TZVPD
C 1.97 1.21 -0.35
C 1.18 0.66 0.88
C -0.07 -0.07 0.42
C -1.19 0.69 0.25
N -1.41 2.09 0.37
C -0.30 -1.59 0.41
C -0.99 -2.33 -0.83
H 1.57 2.19 -0.72
H 2.97 1.32 -0.40
H 1.70 0.64 -1.29
H 1.93 -0.07 1.36
H 0.98 1.63 1.65
H -2.12 0.17 -0.10
H -2.02 2.56 -0.31
H -0.63 2.55 0.52
H 0.64 -2.20 0.44
H -0.81 -1.89 1.28
H -0.65 -1.84 -1.75
H -2.09 -2.27 -0.90
H -0.68 -3.43 -0.93
```

=====

<D>
Computed, not measured: one molecule with the formula C6H13N, with ωB97M-V/def2-TZVPD.

Structure (SMILES)   C/C=C/C[C@@H](C)N
E_LUMO   0.988 eV

```
20
C6H13N | OMol25 | ωB97M-V/def2-TZVPD
C -2.27 1.22 1.33
C -1.45 1.43 0.01
C -1.17 0.41 -0.91
C 0.15 -0.02 -1.30
C 0.87 -0.77 -0.05
C 1.96 -1.67 -0.61
N 1.20 0.18 1.01
H -3.17 1.91 1.37
H -2.96 0.31 1.54
H -1.58 1.34 2.16
H -0.63 2.10 0.26
H -2.06 0.08 -1.56
H 0.25 -0.74 -2.20
H 0.78 0.92 -1.61
H -0.04 -1.41 0.37
H 2.85 -1.11 -0.93
H 2.32 -2.45 0.11
H 1.64 -2.42 -1.39
H 1.65 -0.30 1.73
H 1.68 0.99 0.67
```

=====

Energies relative to the most stable structure, in kcal/mol: <A> 128.9; <B> 0.0; <C> 5.8; <D> 30.1.

=====

<A>
Computed, not measured: one molecule with the formula C4H6O, with ωB97M-V/def2-TZVPD.

Structure (SMILES)   C=C(C)C=O
E_LUMO   -0.097 eV

```
11
C4H6O | OMol25 | ωB97M-V/def2-TZVPD
C 0.48 1.48 0.04
C 0.41 0.11 -0.04
C 1.66 -0.76 -0.02
C -0.88 -0.59 0.05
O -2.02 -0.12 -0.04
H -0.42 2.14 -0.02
H 1.34 2.07 0.02
H 1.53 -1.58 -0.82
H 2.53 -0.09 -0.24
H 1.94 -1.35 0.92
H -0.77 -1.65 0.23
```

=====

<B>
Computed, not measured: one molecule with the formula C4H6O, with ωB97M-V/def2-TZVPD.

Structure (SMILES)   C=CC(C)=O
E_LUMO   0.924 eV

```
11
C4H6O | OMol25 | ωB97M-V/def2-TZVPD
C 1.22 0.36 1.66
C 0.52 0.67 0.64
C -0.71 -0.56 0.34
C -1.39 -0.35 -0.99
O -0.87 -1.46 1.11
H 2.16 0.75 1.93
H 1.00 -0.52 2.23
H 0.71 1.55 0.07
H -2.40 -0.10 -0.80
H -0.89 0.44 -1.41
H -1.33 -1.47 -1.36
```

=====

Energies relative to the most stable structure, in kcal/mol: <A> 0.0; <B> 15.6.